## P
ORCA calculation (ωB97M-V/def2-TZVPD) on 2 unconnected molecules or ions with the total composition C4H15N3O.

Properties
Orbital gap   6.8031 eV
HOMO level   -6.625 eV
Multiplicity   1
Net charge   0

Cartesian coordinates (Å):
C (-0.993, 2.350, -0.872)
N (-0.536, 1.067, -1.416)
C (-1.625, -0.017, -1.225)
O (-2.667, 0.171, -1.961)
H (-1.967, 2.593, -1.295)
H (-0.280, 3.140, -1.109)
H (-1.075, 2.280, 0.210)
H (-0.552, 1.173, -2.430)
H (-1.806, 0.002, -0.111)
H (-1.055, -0.975, -1.435)
C (0.745, -0.720, 1.702)
N (0.453, -1.813, 2.624)
C (1.239, -1.329, 0.403)
N (1.522, -0.267, -0.600)
H (1.522, -0.083, 2.132)
H (-0.115, -0.076, 1.504)
H (0.282, -1.435, 3.543)
H (-0.422, -2.248, 2.361)
H (0.476, -1.988, -0.003)
H (2.150, -1.900, 0.576)
H (1.945, -0.678, -1.424)
H (0.563, 0.370, -0.956)
H (2.195, 0.385, -0.219)



## Q
ORCA calculation (ωB97M-V/def2-TZVPD) on 2 unconnected molecules or ions with the total composition C4H15N3O.

Properties
Orbital gap   9.9245 eV
HOMO level   -8.990 eV
Multiplicity   1
Net charge   0
SMILES   CNCCNCN.O

Cartesian coordinates (Å):
C (1.449, 0.131, 0.864)
N (1.702, 0.005, -0.541)
C (1.279, 1.019, -1.447)
N (-0.085, 0.967, -2.011)
C (0.313, -0.803, 1.396)
N (-0.935, -0.618, 0.620)
C (-1.477, -1.982, 0.349)
H (1.142, 1.161, 1.132)
H (2.306, 0.193, 1.560)
H (1.608, -0.970, -0.787)
H (1.744, 1.989, -1.189)
H (1.919, 0.891, -2.326)
H (-0.691, 1.704, -1.665)
H (-0.053, 1.132, -3.008)
H (0.869, -1.777, 1.427)
H (0.063, -0.608, 2.439)
H (-0.714, -0.266, -0.311)
H (-1.788, -2.390, 1.304)
H (-2.420, -1.827, -0.206)
H (-0.940, -2.699, -0.246)
H (-1.632, 1.028, 1.426)
H (-1.931, 1.772, 0.144)
O (-1.730, 1.948, 1.076)



## R
ORCA calculation (ωB97M-V/def2-TZVPD) on 2 unconnected molecules or ions with the total composition C4H15N3O.

Properties
Orbital gap   9.4892 eV
HOMO level   -8.665 eV
Multiplicity   1
Net charge   0
SMILES   CNCCNCN.O

Cartesian coordinates (Å):
C (-1.468, 1.182, 0.522)
N (-1.767, -0.016, 1.296)
C (-0.578, -0.726, 1.828)
N (-0.405, -2.021, 1.152)
C (-0.871, 0.957, -0.874)
N (0.357, 0.198, -0.853)
C (0.994, 0.189, -2.161)
H (-0.794, 1.785, 1.126)
H (-2.411, 1.719, 0.413)
H (-2.326, -0.685, 0.782)
H (0.291, -0.119, 1.633)
H (-0.779, -0.845, 2.877)
H (0.433, -2.462, 1.495)
H (-1.192, -2.619, 1.375)
H (-1.656, 0.466, -1.479)
H (-0.736, 1.947, -1.269)
H (0.220, -0.754, -0.535)
H (0.289, 0.121, -2.991)
H (1.664, 1.044, -2.356)
H (1.662, -0.656, -2.302)
H (2.562, 0.656, -0.482)
H (3.176, -0.047, 0.703)
O (3.336, 0.685, 0.100)



Stability check: which of them is least stable? P.



## P
ORCA calculation (ωB97M-V/def2-TZVPD) on a single C10H18N2O5 molecule.

Properties
Orbital gap   9.6213 eV
HOMO level   -9.385 eV
Multiplicity   1
Net charge   0
SMILES   CC(C)C[C@H](N)C(=O)N[C@@H](CC(=O)O)C(=O)O

Cartesian coordinates (Å):
C (1.078, -0.607, -0.134)
C (-0.228, -0.585, -0.913)
C (1.691, 0.781, -0.203)
C (2.987, 0.966, 0.591)
C (4.216, 0.549, -0.224)
C (3.056, 0.188, 1.927)
C (-2.418, 0.213, -0.914)
C (-3.113, 1.418, -0.320)
C (-3.229, -1.048, -0.578)
C (-3.643, -1.054, 0.852)
H (1.483, -2.555, -0.751)
H (2.153, -1.392, -1.662)
H (0.859, -0.899, 0.898)
H (0.915, 1.510, 0.114)
H (1.942, 0.915, -1.301)
H (3.102, 2.042, 0.765)
H (4.511, 1.357, -0.954)
H (5.069, 0.436, 0.451)
H (4.017, -0.360, -0.805)
H (3.948, 0.537, 2.448)
H (2.159, 0.327, 2.541)
H (3.224, -0.902, 1.745)
H (-1.050, 0.785, 0.523)
H (-2.443, 0.367, -2.040)
H (-2.573, -1.937, -0.757)
H (-4.149, -1.047, -1.228)
H (-4.977, -0.705, 2.069)
H (-4.186, 1.656, -1.832)
N (1.955, -1.629, -0.706)
N (-1.166, 0.167, -0.306)
O (-0.423, -1.224, -1.954)
O (-2.743, 1.826, 0.754)
O (-2.951, -1.408, 1.768)
O (-4.929, -0.711, 1.087)
O (-4.140, 2.022, -0.949)



## Q
ORCA calculation (ωB97M-V/def2-TZVPD) on a single C10H18N2O5 molecule.

Properties
Orbital gap   10.4950 eV
HOMO level   -10.186 eV
Multiplicity   1
Net charge   0
SMILES   CC(C)C[C@H](NC(=O)[C@@H](N)CC(=O)O)C(=O)O

Cartesian coordinates (Å):
C (-2.598, 0.988, -0.682)
C (-1.663, 2.147, -0.160)
C (-3.093, 0.167, 0.559)
C (-3.472, -1.291, 0.531)
C (0.359, 0.606, 0.312)
C (0.524, 0.712, 1.852)
C (1.733, 0.623, -0.390)
C (2.726, -0.498, 0.102)
C (3.859, -0.482, -0.918)
C (2.130, -1.931, 0.091)
H (-2.717, -0.115, -2.403)
H (-1.247, 0.566, -2.142)
H (-3.456, 1.506, -1.120)
H (-3.871, 0.692, 1.138)
H (-2.272, 0.107, 1.312)
H (-2.133, -1.434, -0.835)
H (0.185, 2.822, 0.174)
H (-0.218, -0.302, 0.043)
H (2.211, 1.594, -0.241)
H (1.570, 0.554, -1.461)
H (3.177, -0.266, 1.052)
H (4.251, 0.576, -1.047)
H (4.667, -1.080, -0.561)
H (3.502, -0.886, -1.900)
H (1.676, -2.103, -0.933)
H (1.398, -2.068, 0.854)
H (2.855, -2.778, 0.250)
H (-0.173, -1.088, 2.249)
N (-2.027, 0.120, -1.707)
N (-0.291, 1.933, -0.148)
O (-2.167, 3.180, 0.153)
O (-4.247, -1.855, 1.210)
O (-2.584, -2.065, -0.210)
O (1.007, 1.704, 2.311)
O (0.400, -0.357, 2.665)



Stability check: which of them is least stable? Q.



## P
ORCA calculation (ωB97M-V/def2-TZVPD) on 2 unconnected molecules or ions with the total composition CH6S4Si.

Properties
Orbital gap   9.1588 eV
HOMO level   -9.083 eV
Multiplicity   1
Net charge   0
SMILES   CS[Si](=S)S.S

Cartesian coordinates (Å):
C (1.107, 0.373, 1.833)
Si (-2.074, 0.921, 2.599)
S (0.030, -0.798, -2.874)
S (-2.252, -0.893, 3.419)
S (-3.571, 2.461, 2.468)
S (-0.283, 1.599, 1.695)
H (0.960, -0.318, 0.992)
H (1.081, -0.109, 2.710)
H (2.020, 1.029, 1.980)
H (0.317, -1.826, -3.638)
H (0.563, -1.425, -1.858)
H (-4.439, 1.777, 3.131)



## Q
ORCA calculation (ωB97M-V/def2-TZVPD) on 2 unconnected molecules or ions with the total composition CH6S4Si.

Properties
Orbital gap (spin up / spin down)   7.4698 / 4.9237 eV
HOMO level (spin up / spin down)   -8.919 / -7.301 eV
Multiplicity   1
Net charge   0

Cartesian coordinates (Å):
C (-1.820, 0.635, -0.191)
Si (0.990, 1.003, 0.957)
S (0.686, -1.379, -1.767)
S (0.830, -0.988, 1.856)
S (2.328, 2.212, 2.177)
S (-0.704, 2.042, 0.211)
H (-2.004, 0.189, 0.765)
H (-1.353, -0.111, -0.734)
H (-2.583, 1.159, -0.794)
H (1.684, -1.770, -2.730)
H (-0.011, -1.328, 1.008)
H (1.343, 2.502, 3.019)



Stability check: which of them is least stable? Q.